[1]
{"formula": "H26O13", "method": "ωB97M-V/def2-TZVPD", "gap_ev": 10.435, "elements": ["H", "H", "H", "H", "H", "H", "H", "H", "H", "H", "H", "H", "H", "H", "H", "H", "H", "H", "H", "H", "H", "H", "H", "H", "H", "H", "O", "O", "O", "O", "O", "O", "O", "O", "O", "O", "O", "O", "O"], "positions_angstrom": [[0.05296, 0.02547, -0.19181], [0.06981, -0.21903, 1.30818], [-0.30791, -0.32161, -4.34115], [0.68918, -1.45630, -4.50949], [-2.19296, 3.10982, -0.54846], [-1.19183, 3.93873, 0.23937], [-3.76516, 1.92358, 1.85993], [-2.84714, 2.44010, 2.95560], [2.55267, -2.38755, 0.95821], [1.24977, -1.66167, 1.25077], [0.99763, 2.62242, 0.41262], [1.49020, 1.86462, 1.63457], [1.25484, -0.07709, -1.45493], [0.37504, 0.18173, -2.66695], [1.44144, -3.14421, -2.53836], [2.44447, -2.66673, -1.50106], [4.47837, 1.49429, -0.49390], [4.22548, 1.87809, -1.94262], [-1.83957, -1.47993, -1.30724], [-1.64128, -0.77060, 0.02226], [-2.71871, 1.08909, 5.05262], [-2.04449, -0.19516, 5.50667], [0.55710, -3.19904, 4.15584], [0.75739, -4.62379, 4.64576], [-2.38100, 1.09496, -3.26258], [-2.23592, 0.98239, -4.77133], [0.13625, 0.48380, 0.65198], [0.22432, -0.77324, -5.00580], [-2.03091, 3.47309, 0.32947], [-2.89444, 1.78567, 2.24957], [1.65627, -2.27057, 0.62388], [1.79226, 2.23669, 0.79832], [1.28010, 0.27918, -2.35015], [1.50982, -2.87203, -1.61628], [4.16587, 1.13486, -1.33184], [-2.29695, -1.25911, -0.48808], [-1.85301, 0.71370, 5.24920], [1.24438, -3.82923, 4.39977], [-2.40431, 0.45462, -3.98260]], "lowdin_charge": [0.0142, 0.0499, -0.0222, 0.0281, 0.0336, 0.0346, 0.0368, 0.0301, 0.0615, 0.0198, 0.0168, 0.0310, 0.0072, 0.0050, 0.0374, 0.0430, 0.0289, 0.0354, 0.0330, -0.0051, 0.0232, 0.0333, 0.0265, 0.0354, 0.0379, 0.0533, -0.0404, -0.0530, -0.0543, -0.0654, -0.0521, -0.0734, -0.0345, -0.0818, -0.0635, -0.0414, -0.0634, -0.0618, -0.0435]}

***

[2]
{"formula": "H26O13", "method": "ωB97M-V/def2-TZVPD", "spin_multiplicity": 2, "total_charge": 1, "gap_ev": [11.059, 3.338], "elements": ["O", "H", "H", "O", "H", "H", "O", "H", "H", "O", "H", "H", "O", "H", "H", "O", "H", "H", "O", "H", "H", "O", "H", "H", "O", "H", "H", "O", "H", "H", "O", "H", "H", "O", "H", "H", "O", "H", "H"], "positions_angstrom": [[-26.73696, -5.73884, 3.85099], [-26.41833, -6.00773, 2.98936], [-26.79904, -6.55393, 4.34900], [-24.74500, -3.14510, 4.39307], [-25.12183, -3.40148, 3.55135], [-25.21963, -2.35028, 4.63640], [-27.29732, -6.13787, -1.88705], [-28.00763, -6.32195, -2.50171], [-27.73349, -6.02829, -1.04207], [-24.91330, -2.18420, -1.66402], [-25.15545, -2.94027, -1.12927], [-24.88614, -1.45279, -1.04716], [-23.99637, -7.35896, -0.64468], [-23.81325, -8.09340, -1.23057], [-24.08797, -6.60465, -1.22680], [-24.61760, -5.32361, -2.50034], [-24.54852, -4.37552, -2.61255], [-25.53153, -5.47048, -2.25668], [-22.67818, -2.78933, 1.27898], [-22.50054, -3.54159, 1.84359], [-23.52089, -2.98896, 0.87126], [-25.84239, -6.54931, 1.41508], [-26.40141, -7.28946, 1.65156], [-25.04439, -6.95133, 1.07185], [-25.26640, -0.75116, 1.57278], [-25.87600, -0.50091, 0.87852], [-25.80472, -1.22813, 2.20441], [-26.97834, -3.28162, 2.52055], [-27.68911, -2.65414, 2.38899], [-27.34654, -3.94162, 3.10797], [-28.80126, -3.02376, -0.86035], [-28.44217, -3.82729, -0.48399], [-29.61849, -2.87964, -0.38329], [-28.16761, -5.36505, 0.52204], [-28.87963, -5.18810, 1.13680], [-27.43722, -5.64356, 1.07449], [-25.42687, -4.03856, 0.23506], [-26.06261, -3.64025, 0.82956], [-25.40728, -4.96153, 0.48801]], "mulliken_spin": [0.0005, 0.0000, 0.0000, 0.0705, 0.0008, -0.0027, -0.0002, 0.0000, 0.0001, 0.4108, -0.0079, -0.0099, 0.0004, 0.0000, 0.0000, 0.0300, -0.0031, -0.0008, 0.5140, -0.0131, -0.0117, -0.0002, 0.0000, -0.0002, 0.0178, -0.0005, -0.0004, -0.0001, -0.0001, 0.0003, 0.0006, 0.0001, -0.0001, 0.0002, -0.0001, 0.0000, 0.0081, 0.0010, -0.0043]}

***

[3]
{"formula": "H26O25S3Zn3", "method": "ωB97M-V/def2-TZVPD", "gap_ev": 4.390, "elements": ["Zn", "Zn", "Zn", "S", "O", "O", "O", "O", "S", "O", "O", "O", "O", "S", "O", "O", "O", "O", "O", "H", "H", "O", "H", "H", "O", "H", "H", "O", "H", "H", "O", "H", "H", "O", "H", "H", "O", "H", "H", "O", "H", "H", "O", "H", "H", "O", "H", "H", "O", "H", "H", "O", "H", "H", "O", "H", "H"], "positions_angstrom": [[-0.63331, -2.59710, 1.78323], [2.71374, -0.71381, -1.28687], [-1.19738, 2.12661, -2.21572], [0.96190, -3.62446, -1.04653], [-0.19110, -3.73572, -1.96079], [1.80739, -2.48886, -1.43064], [0.32033, -3.45505, 0.24361], [1.83615, -4.78205, -1.01722], [-0.03547, 0.36236, 0.26815], [-0.93561, 1.03648, -0.64739], [1.24697, 0.03720, -0.36766], [0.25397, 1.20552, 1.45203], [-0.67855, -0.83959, 0.76464], [0.83452, -0.07678, -3.76468], [1.15573, -0.00735, -5.17593], [0.06599, -1.28737, -3.61836], [2.10900, -0.31474, -3.10112], [0.06939, 1.03619, -3.19346], [0.34698, 3.56755, -1.54146], [0.52651, 4.45220, -1.85986], [0.84669, 3.49928, -0.72791], [-0.73438, 0.79870, 3.77514], [-0.25498, 0.87000, 2.94971], [-1.47659, 1.39461, 3.67384], [-3.37405, -0.03210, 0.35769], [-2.95262, 0.69919, -0.09380], [-2.65253, -0.50835, 0.76857], [3.70949, -0.99570, 0.53955], [4.16024, -1.70159, 1.00299], [3.57017, -0.32217, 1.20526], [3.61007, 1.14018, -1.38746], [3.21709, 1.77474, -0.78819], [4.29763, 1.63004, -1.83860], [-2.29158, 3.36248, -0.99445], [-2.30061, 4.31770, -1.05536], [-2.24831, 3.18229, -0.05536], [1.08156, -2.06222, 2.65319], [1.31760, -1.37737, 3.27890], [1.83856, -2.64793, 2.64157], [2.88073, 0.68353, 2.42807], [3.17366, 1.59376, 2.47159], [1.96545, 0.73884, 2.15342], [-1.74532, -1.75395, 3.18815], [-1.59445, -0.88858, 3.56841], [-2.68430, -1.90394, 3.29795], [-2.91314, 1.02904, -2.61279], [-3.09823, 1.18382, -3.53908], [-3.75446, 1.15859, -2.17503], [-2.36643, -3.08789, 0.75403], [-2.29106, -3.23399, -0.18895], [-3.24290, -3.40195, 0.97624], [-2.13019, -1.88988, -1.78563], [-3.00408, -1.52382, -1.64945], [-1.55044, -1.32232, -1.27770], [1.11263, 3.40154, 1.89662], [0.58853, 3.73545, 2.62467], [0.71354, 2.55883, 1.68030]], "lowdin_charge": [0.7539, 0.7089, 0.7711, 0.2489, -0.3412, -0.3651, -0.3928, -0.3583, 0.4235, -0.3323, -0.2850, -0.3652, -0.3240, 0.2243, -0.3426, -0.3131, -0.3715, -0.3831, -0.0051, 0.0839, 0.0580, -0.0352, -0.0334, 0.0588, -0.0419, -0.0141, -0.0142, -0.0161, 0.0888, -0.0015, 0.0007, 0.0670, 0.0953, -0.0065, 0.0931, 0.0888, 0.0112, 0.0829, 0.1010, -0.0205, 0.0670, 0.0020, -0.0060, 0.0372, 0.0968, 0.0181, 0.1008, 0.0862, -0.0178, 0.0600, 0.0897, -0.0377, 0.0246, -0.0018, -0.0587, 0.0362, -0.0935]}

***

[4]
{"formula": "H28K2O18P", "method": "ωB97M-V/def2-TZVPD", "spin_multiplicity": 2, "gap_ev": [10.564, 4.654], "elements": ["K", "K", "P", "O", "O", "O", "O", "O", "H", "H", "O", "H", "H", "O", "H", "H", "O", "H", "H", "O", "H", "H", "O", "H", "H", "O", "H", "H", "O", "H", "H", "O", "H", "H", "O", "H", "H", "O", "H", "H", "O", "H", "H", "O", "H", "H", "O", "H", "H"], "positions_angstrom": [[0.43219, -21.54773, 10.33888], [-3.54309, -17.35352, 13.56418], [-1.67072, -19.90327, 12.79116], [-0.94042, -18.50030, 12.84561], [-0.65595, -21.07967, 12.94720], [-2.49298, -20.05577, 11.44618], [-2.67862, -19.94321, 13.98795], [-4.86360, -18.88658, 11.35340], [-4.05398, -19.38402, 11.46868], [-4.76492, -18.46163, 10.50139], [0.97485, -22.92732, 12.70944], [0.51869, -23.69271, 13.05920], [0.35012, -22.20906, 12.80965], [1.92540, -20.28052, 12.71985], [2.24849, -20.75606, 13.48517], [0.99388, -20.14767, 12.89550], [-5.16687, -19.43550, 15.49236], [-5.13563, -19.98876, 16.27285], [-4.31785, -19.56750, 15.07049], [-2.34097, -22.75893, 11.77028], [-1.61448, -22.61360, 12.37635], [-2.71939, -21.88995, 11.63649], [0.61463, -18.42468, 14.72317], [0.06553, -18.50940, 13.94372], [0.00824, -18.52901, 15.45641], [-4.85337, -21.33222, 12.93903], [-4.74753, -21.60752, 12.02841], [-4.06492, -20.82391, 13.12927], [-2.57422, -22.68920, 14.93587], [-2.45724, -21.73940, 14.91512], [-2.83066, -22.91899, 14.04275], [-1.38469, -18.41303, 9.57276], [-1.89289, -18.84462, 10.25957], [-0.65184, -18.00701, 10.03571], [0.02913, -21.45356, 15.36779], [-0.62740, -22.07337, 15.68565], [-0.33557, -21.11623, 14.54960], [-3.02907, -20.32797, 8.92882], [-2.66352, -19.47586, 8.69109], [-2.96450, -20.35896, 9.88333], [-1.58790, -19.36850, 16.30264], [-0.97691, -20.10323, 16.35827], [-2.14230, -19.57387, 15.54985], [-1.19144, -15.96472, 12.49005], [-0.79670, -15.61050, 13.28688], [-0.99705, -16.90143, 12.52187], [0.92649, -17.96151, 11.24461], [0.16956, -18.09969, 11.81399], [1.66229, -18.33692, 11.72823]], "mulliken_spin": [0.0007, 0.0046, -0.0453, 0.2940, -0.0195, 0.2013, 0.4093, 0.0024, 0.0070, 0.0006, 0.0003, 0.0000, 0.0014, 0.0006, -0.0003, -0.0006, 0.0013, 0.0001, 0.0004, 0.0048, -0.0002, 0.0018, 0.0602, 0.0007, -0.0013, 0.0140, 0.0021, -0.0080, 0.0015, -0.0019, 0.0002, 0.0064, 0.0018, 0.0006, -0.0001, -0.0001, -0.0057, 0.0026, 0.0004, 0.0006, 0.0439, -0.0020, -0.0030, 0.0019, 0.0003, 0.0035, 0.0306, -0.0092, -0.0043]}

***

[5]
{"formula": "H28O14", "method": "ωB97M-V/def2-TZVPD", "gap_ev": 9.132, "elements": ["O", "H", "H", "O", "H", "H", "O", "H", "H", "O", "H", "H", "O", "H", "H", "O", "H", "H", "O", "H", "H", "O", "H", "H", "O", "H", "H", "O", "H", "H", "O", "H", "H", "O", "H", "H", "O", "H", "H", "O", "H", "H"], "positions_angstrom": [[-12.99300, 19.03700, -1.09200], [-13.34100, 18.87400, -1.94300], [-12.40000, 19.75400, -1.33900], [-8.41500, 20.19800, -5.60900], [-8.82300, 21.01600, -5.25500], [-9.19400, 19.79000, -5.96700], [-10.89200, 17.86300, -3.53200], [-11.57200, 18.48200, -3.89000], [-11.43800, 17.13900, -3.25000], [-12.55600, 19.61700, -4.92700], [-13.19700, 18.89700, -4.90400], [-12.18000, 19.61000, -5.79300], [-15.33300, 19.64500, -3.43200], [-16.24500, 19.68800, -3.06700], [-15.00000, 18.82800, -3.00700], [-13.67300, 20.33300, -7.60600], [-13.76200, 19.86100, -8.44100], [-14.30500, 19.88800, -7.06300], [-11.74100, 21.99900, -6.52600], [-12.50700, 21.55100, -6.86400], [-11.82700, 22.83700, -6.98400], [-10.28700, 21.89000, -4.17000], [-10.77400, 21.88400, -5.00900], [-10.81700, 21.26300, -3.74100], [-11.12300, 19.99500, -9.08400], [-11.21100, 20.64500, -9.78400], [-12.02300, 19.89400, -8.71400], [-13.82300, 17.27000, -3.01000], [-14.23500, 16.52900, -3.52500], [-13.67300, 17.04500, -2.13900], [-10.29000, 18.48500, -6.76900], [-10.75800, 18.47400, -7.58000], [-9.44000, 18.04600, -6.89500], [-15.60100, 19.19500, -6.18400], [-15.46200, 19.19600, -5.22000], [-16.45600, 18.81900, -6.33400], [-13.60000, 21.88200, -3.05100], [-12.93000, 21.77700, -3.72500], [-14.27800, 21.24400, -3.28200], [-13.00000, 17.00900, -5.77600], [-13.06300, 16.61200, -6.64900], [-12.18700, 16.73800, -5.40300]], "lowdin_charge": [-0.0228, -0.0535, 0.0535, -0.0760, 0.0132, -0.0424, -0.0570, -0.0108, -0.0026, -0.0347, 0.0070, 0.0098, -0.0580, 0.1044, 0.0327, -0.0413, 0.0633, -0.0190, -0.0294, -0.0136, 0.0696, -0.0336, -0.0081, -0.0080, -0.0465, 0.0500, 0.0022, -0.0353, 0.1085, 0.0203, -0.0278, 0.0013, 0.0773, -0.0340, 0.0141, 0.0531, -0.0494, -0.0094, -0.0195, -0.0249, 0.0632, 0.0142]}

***

[6]
{"formula": "H28O14", "method": "ωB97M-V/def2-TZVPD", "gap_ev": 8.153, "elements": ["H", "H", "H", "H", "H", "H", "H", "H", "H", "H", "H", "H", "H", "H", "H", "H", "H", "H", "H", "H", "H", "H", "H", "H", "H", "H", "H", "H", "O", "O", "O", "O", "O", "O", "O", "O", "O", "O", "O", "O", "O", "O"], "positions_angstrom": [[0.59934, -0.92453, -0.11366], [0.91949, 0.37706, -0.57215], [0.68778, 3.56761, -2.79661], [-0.35996, 4.65415, -2.79560], [-0.15185, 2.45038, 3.65723], [-1.43123, 1.74419, 2.98724], [-1.65789, -0.26511, -0.16295], [-2.06855, -0.85354, -1.61558], [0.57645, 2.82550, 0.28109], [1.35130, 2.84114, 1.60331], [-0.71327, -0.95097, 3.70316], [-0.17791, -0.14617, 2.45834], [-1.69666, -3.89415, -0.73243], [-2.10008, -3.96186, 0.73397], [0.56716, -1.82630, -3.03653], [-0.54818, -1.26540, -3.70622], [1.13540, -3.17752, -1.13722], [2.16560, -3.05544, -2.25492], [4.00188, -3.27618, 0.19532], [3.93063, -1.82906, 0.67499], [0.95443, 5.46867, -0.67961], [2.16590, 5.04997, -1.55123], [3.84818, -0.81295, 2.42120], [2.48034, -0.03788, 2.52250], [-3.78167, 1.24218, 0.30942], [-2.76723, 2.18852, -0.05255], [-3.71703, -3.34713, -0.41364], [-3.04562, -2.09240, 0.03651], [0.33728, -0.09138, 0.06114], [-0.25063, 3.69549, -2.70244], [-0.39425, 1.76483, 3.02958], [-1.87500, -1.11577, -0.62549], [1.07065, 2.29681, 0.95458], [0.05079, -0.56830, 3.33130], [-1.99259, -3.39412, -0.05118], [-0.29163, -1.58597, -2.83692], [1.22516, -2.99933, -2.16198], [3.40131, -2.53691, 0.37912], [1.26623, 4.71734, -1.19623], [3.11679, -0.49332, 1.85433], [-3.26714, 2.00470, 0.71917], [-3.56370, -2.38688, -0.71841]], "lowdin_charge": [-0.0305, 0.0763, 0.0088, 0.0343, 0.0390, 0.1104, 0.0506, 0.1214, 0.0546, -0.0347, 0.0021, 0.0339, 0.0188, 0.0937, -0.0486, 0.0508, 0.1283, 0.0345, 0.0484, -0.0222, 0.0523, 0.1092, 0.0471, 0.0920, 0.0767, 0.0014, 0.0735, -0.0055, -0.0233, -0.0850, -0.1097, -0.1693, -0.0378, -0.0805, -0.0723, -0.0570, -0.0855, -0.0512, -0.0949, -0.1073, -0.0644, -0.1786]}

***

The E_tot results, record by record, are as follows: -27037.4563, -27029.7381, -229371.5879, -79253.3284, -29120.0282, -29112.5746 eV.
The relative energy (zero: lowest compared OMol25 entry of this formula, charge and spin) results, record by record, are as follows: 433.3, 101.8, 215.9, 0.0, 156.6, 875.8 kJ/mol.